Molecular formula: C26H36FN5O4STc
Method: DFT, wB97M-V/def2-TZVPD

Values from the calculation:
* 2S+1: 4
* LUMO energy (spin up / spin down): -6.59 / -7.58 eV
* HOMO level (spin up / spin down): -14.138 / -14.153 eV
* HOMO-LUMO gap (spin up / spin down): 7.54 / 6.57 eV
* charge: +2
* ΔE to the lowest compared entry with this formula, charge and spin: 0.000 eV

Geometry as XYZ:
```
74
Properties=species:S:1:pos:R:3:forces:R:3:mulliken_charge:R:1
Tc 1.4720 0.0033 -1.8175 -2.640 1.291 2.666 0.06
C -4.0401 3.0599 2.3717 -0.076 1.177 -1.553 -1.78
C -3.9332 1.5671 2.5308 -1.065 -0.432 0.520 0.46
C -3.8021 1.2366 3.9988 -1.646 -0.993 -0.339 -1.03
C -3.8654 -0.3125 4.2003 -0.300 0.608 0.592 -0.80
C -2.8431 -1.0221 3.3149 0.120 -0.367 1.488 1.12
C -2.2732 -2.2673 3.7282 -0.386 2.097 -1.750 -1.11
C -1.1614 -2.6986 3.0031 1.063 -0.726 -0.032 0.18
F -0.4135 -3.7260 3.5166 -0.961 0.711 -0.651 -0.31
C -0.7015 -2.0989 1.8321 -0.532 0.163 1.675 -1.49
C -1.2898 -0.8837 1.4491 0.212 -0.510 -0.746 0.84
C -0.7734 -0.2255 0.2606 0.078 1.436 1.144 0.91
O 0.3389 -0.6628 -0.2397 0.104 0.029 -0.849 0.85
C -1.3791 1.0011 -0.0845 1.380 -0.675 -1.893 0.04
C -2.4520 1.4685 0.6180 -0.813 0.126 1.775 -0.37
N -2.8385 0.9298 1.8065 0.617 0.297 -2.169 0.17
C -2.3267 -0.3079 2.2184 0.290 -0.328 -0.597 -0.41
C -0.8601 1.9127 -1.2106 -0.195 0.925 -0.115 0.15
O -1.2554 3.0677 -1.2652 0.457 -1.569 0.056 -0.63
O 0.0310 1.4342 -2.0984 0.520 -0.815 0.886 -0.69
H -4.7970 3.4803 3.0282 0.036 -0.269 0.319 0.44
H -4.4380 3.3096 1.3743 0.247 0.023 0.204 0.52
H -3.1204 3.6661 2.4965 -0.255 -0.689 0.125 0.35
H -4.8607 1.0820 2.1247 0.520 0.470 0.493 0.14
H -4.6889 1.7690 4.4104 0.699 -0.746 0.384 0.37
H -2.9115 1.6700 4.4161 0.498 0.169 0.205 0.38
H -4.9084 -0.6700 4.0271 0.761 0.168 0.025 0.37
H -3.6242 -0.4938 5.2652 -0.186 -0.251 -0.563 0.43
H -2.7080 -2.8286 4.5377 0.218 0.008 0.279 0.56
H 0.1899 -2.4622 1.3534 -0.040 -0.179 -0.193 0.46
H -2.9843 2.3582 0.2368 0.502 -0.511 0.570 0.49
N 2.9215 0.9479 -2.9804 -0.738 0.388 -0.314 -0.42
C 4.3009 0.6972 -2.5668 0.802 0.029 -0.390 -0.24
C 4.6985 -0.7584 -2.3779 0.334 0.232 1.102 -0.68
C 4.1510 -1.3214 -1.0523 1.111 -0.406 -0.059 -0.47
N 2.6872 -1.5386 -1.0229 -0.288 -1.278 0.362 -0.29
H 2.7239 0.5797 -3.9005 0.284 0.095 -0.648 0.44
H 2.7779 1.9673 -3.0377 -0.167 -0.494 -0.018 0.31
H 4.3997 1.2017 -1.6019 0.323 0.100 -0.241 0.01
H 4.9520 1.1408 -3.3330 -0.029 0.075 0.417 0.46
H 5.7842 -0.6499 -2.1725 -0.429 -0.493 -0.425 0.41
H 4.5466 -1.4161 -3.2382 -0.012 0.182 0.035 0.30
H 4.4141 -0.5858 -0.2842 -0.323 -0.141 0.025 0.17
H 4.7127 -2.2438 -0.7853 -0.612 0.393 -0.218 0.45
H 2.3619 -1.7143 -0.0399 0.343 0.335 -1.098 0.02
H 2.4012 -2.4048 -1.5449 0.460 0.883 0.551 0.43
C -3.5487 -3.1711 -4.7193 -0.297 0.556 -0.983 -1.20
C -2.4055 -3.0788 -3.7767 -1.355 -0.163 -0.519 0.96
C -2.4610 -3.7384 -2.5663 0.425 -0.412 0.556 -0.88
C -1.3990 -3.5663 -1.7193 0.075 0.411 -0.026 -0.28
N -0.3201 -2.8345 -2.0067 -0.172 -0.042 -1.332 -0.17
C -0.3905 -2.2854 -3.2205 -0.978 0.374 0.638 0.28
S 0.9754 -1.2495 -3.6028 0.589 0.395 -1.081 -0.38
N -1.3986 -2.2947 -4.1077 1.935 0.061 0.714 -0.46
H -3.6369 -4.1755 -5.1404 0.029 0.006 0.104 0.33
H -3.3944 -2.4656 -5.5563 -0.095 -0.391 0.415 0.33
H -4.5029 -2.9258 -4.2384 0.232 -0.116 0.023 0.35
H -3.2809 -4.3816 -2.2856 -0.135 0.092 -0.070 0.44
H -1.3900 -3.9383 -0.7389 -0.164 -0.858 1.188 0.64
C 3.1480 0.6241 2.1268 1.429 0.205 0.757 -1.39
C 2.1660 1.4873 1.4119 -0.736 1.190 0.470 0.08
O 2.4124 1.6311 -0.0074 -0.437 -0.651 -0.539 0.38
C 2.2915 3.0421 -0.4004 1.014 -0.385 1.185 -1.11
C 3.6199 3.7769 -0.0995 -1.190 -0.058 0.319 -1.25
H 3.0935 0.8509 3.2277 0.047 -0.267 -1.040 0.43
H 4.2051 0.8277 1.7975 -0.992 -0.065 0.340 0.30
H 2.9622 -0.4340 2.0128 -0.105 -0.405 -0.084 0.24
H 2.2418 2.5181 1.8132 -0.046 -0.615 -0.016 0.64
H 1.1211 1.1603 1.6231 0.569 0.104 -0.461 -0.18
H 1.4556 3.4186 0.1810 -0.126 0.445 -0.236 0.64
H 2.0189 3.0331 -1.4340 -0.140 0.220 -0.633 0.64
H 3.7718 3.9410 0.9771 -0.115 -0.228 -0.275 0.36
H 3.5761 4.7693 -0.5411 0.181 0.018 -0.210 0.44
H 4.4539 3.2015 -0.4748 0.273 0.041 -0.241 0.28
```
Forces are in eV/Å.